19
Properties=species:S:1:pos:R:3:forces:R:3 method="wB97M-V/def2-TZVPD" e_homo_ev=-19.54 relative_energy_kj_mol=828.3 fmax_ha_per_bohr=0.136 total_charge=+2 lumo_energy_ev=-11.3
C -0.527506 -2.030826 -2.065248 2.8 0.3 0.8
C -0.461513 1.115554 -0.459183 -2.4 0.4 -0.1
C 1.084009 -1.244181 -1.409327 3.1 1.6 2.5
C -1.912782 1.561997 0.125241 1.4 1.0 1.8
C 1.447038 -1.424324 1.353304 -0.1 -0.8 3.0
N 0.478729 -2.532317 -1.471541 0.4 -1.1 -0.1
N -0.843782 0.265276 -1.554214 0.6 -0.3 -1.2
N 0.228327 0.379670 0.504287 0.5 1.0 3.5
N -0.092937 -0.673772 -1.878528 -2.2 2.5 0.2
N 0.994137 -0.506706 0.464936 -1.2 -0.2 -6.9
H -1.330241 -2.297205 -2.584589 -3.6 -1.7 -1.9
H 0.059610 2.039041 -0.635401 0.5 0.5 -0.5
H 2.070120 -0.919354 -1.878789 -1.1 -0.7 0.9
H -1.861259 1.761959 1.262180 0.1 -0.3 -2.0
H -2.641676 0.830234 -0.096910 -0.6 -1.0 -0.1
H -2.216464 2.463713 -0.403984 0.2 0.1 0.0
H 2.428838 -1.691004 1.125817 1.5 -0.7 -0.3
H 0.750328 -2.230317 1.357198 -0.4 -1.2 -0.6
H 1.307010 -1.088536 2.355016 0.4 0.8 1.0